Below is C28H38N4OPRu as an isolated structure at a distorted geometry, with properties calculated with ωB97M-V with the def2-TZVPD basis set.

ΔE to the lowest compared entry with this formula, charge and spin = 0.345 eV
Kohn-Sham gap = 8.1 eV
net charge = +1

Geometry (Å):
Ru1 -0.772 0.880 -0.053
N1 1.496 0.756 1.883
P1 1.408 1.274 0.258
C1 1.957 3.001 0.274
C2 3.234 3.333 0.742
C3 3.632 4.655 0.823
C4 2.761 5.667 0.423
C5 1.500 5.348 -0.051
C6 1.098 4.017 -0.122
C7 2.810 0.423 -0.493
C8 3.346 0.939 -1.675
C9 4.395 0.288 -2.307
C10 4.920 -0.878 -1.762
C11 4.388 -1.399 -0.593
C12 3.326 -0.757 0.035
C13 0.333 0.749 2.598
C14 0.283 0.376 3.943
C15 -0.920 0.406 4.596
C16 -2.065 0.817 3.915
C17 -1.942 1.161 2.596
N2 -0.765 1.125 1.920
H1 2.361 0.640 2.389
H2 3.930 2.553 1.034
H3 4.620 4.904 1.189
H4 3.072 6.702 0.481
H5 0.824 6.134 -0.364
H6 0.112 3.765 -0.475
H7 2.958 1.859 -2.097
H8 4.810 0.697 -3.219
H9 5.747 -1.379 -2.251
H10 4.795 -2.308 -0.168
H11 2.897 -1.187 0.932
H12 1.192 0.071 4.445
H13 -0.974 0.117 5.638
H14 -3.028 0.871 4.401
H15 -2.791 1.500 2.020
C18 -1.825 2.538 -0.366
H16 -1.956 3.143 0.532
H17 -1.556 3.218 -1.175
C19 -1.518 0.443 -2.396
C20 -2.820 1.202 -2.218
C21 -3.994 0.405 -2.765
C22 -2.959 1.584 -0.744
H18 -1.225 0.328 -3.440
H19 -1.576 -0.553 -1.957
H20 -0.617 1.003 -1.983
H21 -2.738 2.143 -2.769
H22 -4.170 -0.488 -2.156
H23 -3.817 0.076 -3.791
H24 -4.913 0.994 -2.761
H25 -2.920 0.651 -0.116
H26 -3.951 1.990 -0.541
C23 0.603 -2.326 -1.735
N3 -0.200 -3.137 -0.837
C24 -0.261 -4.555 -1.185
C25 -0.835 -5.373 -0.054
C26 -2.119 -4.728 0.406
N4 -1.865 -3.344 0.784
C27 -2.738 -2.775 1.798
C28 -0.975 -2.559 0.120
O1 -0.901 -1.347 0.407
H27 1.632 -2.684 -1.736
H28 0.593 -1.291 -1.418
H29 0.213 -2.393 -2.755
H30 0.756 -4.874 -1.418
H31 -0.854 -4.685 -2.097
H32 -0.128 -5.414 0.777
H33 -1.020 -6.392 -0.391
H34 -2.525 -5.236 1.280
H35 -2.880 -4.779 -0.381
H36 -2.682 -3.379 2.705
H37 -3.776 -2.765 1.453
H38 -2.429 -1.762 2.025

Mulliken atomic charge list, values in e, 4 entries: Ru -0.4177; N 0.0165; P 2.9998; C 0.0520